(1)
{"formula": "C13H10Cl4FeN3O6", "method": "ωB97M-V/def2-TZVPD", "elements": ["Fe", "Cl", "C", "C", "Cl", "C", "Cl", "C", "O", "C", "O", "C", "Cl", "C", "C", "N", "O", "C", "C", "N", "O", "H", "H", "H", "H", "H", "H", "H", "N", "C", "C", "C", "O", "O", "H", "H", "H"], "xyz": [[0.4769, 0.1915, 0.7080], [3.5422, -2.9405, -4.6154], [2.9168, -2.6037, -3.0225], [2.9544, -3.5640, -2.0360], [3.6306, -5.1387, -2.3616], [2.4302, -3.2767, -0.7600], [2.4860, -4.4705, 0.5107], [1.8605, -2.0381, -0.4464], [1.3618, -1.7201, 0.6958], [1.8136, -1.0325, -1.4936], [1.2785, 0.1019, -1.1828], [2.3508, -1.3436, -2.7395], [2.2986, -0.0978, -3.9631], [-3.4870, -1.0175, 1.1978], [-2.1727, -0.2994, 1.1756], [-1.1977, -0.5518, 0.3436], [-1.4154, -1.6513, -0.5078], [-1.8360, 0.7249, 2.0837], [-2.7565, 1.3078, 3.1042], [-0.5522, 1.0908, 1.9738], [-0.1113, 2.0562, 2.7332], [-3.5180, -1.7865, 0.4301], [-4.3141, -0.3205, 1.0323], [-3.6543, -1.4888, 2.1712], [-0.5091, -1.9699, -0.6269], [-2.9360, 0.6230, 3.9435], [-3.7339, 1.5709, 2.6847], [-2.2818, 2.2042, 3.5030], [2.9847, 3.9140, 1.5141], [2.1425, 3.3673, 0.9522], [-0.4907, 2.5446, -1.3113], [0.5446, 3.4171, -0.7134], [0.8622, 4.5307, -0.9800], [1.2095, 2.7148, 0.3295], [-1.0264, 3.1122, -2.0682], [-1.1550, 2.1777, -0.5265], [0.0038, 1.6623, -1.7318]], "spin_multiplicity": 2, "e_tot_ev": -114872.63379, "total_charge": -2, "orbital_gap_ev": [4.629, 4.901]}

(2)
{"formula": "C13H10ClI", "method": "ωB97M-V/def2-TZVPD", "elements": ["Cl", "C", "I", "C", "C", "C", "C", "C", "C", "C", "C", "C", "C", "C", "C", "H", "H", "H", "H", "H", "H", "H", "H", "H", "H"], "xyz": [[1.5479, 0.0927, -2.6061], [1.1028, 0.1527, -0.7571], [3.1594, 0.6898, 0.3803], [0.2558, 1.3483, -0.4547], [-0.0576, 2.3614, -1.2589], [-0.7505, 3.4535, -0.7970], [-1.1482, 3.4407, 0.5202], [-1.0829, 2.2863, 1.3275], [-0.2552, 1.2434, 0.8584], [0.6813, -1.2109, -0.3614], [-0.7314, -1.4057, -0.2564], [-1.1643, -2.5998, 0.2001], [-0.2442, -3.5464, 0.6813], [1.0690, -3.4931, 0.3875], [1.5615, -2.2457, -0.0449], [0.1366, 2.3716, -2.3236], [-0.8872, 4.2035, -1.4953], [-1.7572, 4.2584, 0.9481], [-1.3157, 2.4608, 2.3331], [-0.1203, 0.2120, 1.2899], [-1.4379, -0.7068, -0.5283], [-2.3122, -2.6297, 0.3079], [-0.6118, -4.2318, 1.4054], [1.7441, -4.4323, 0.4251], [2.6181, -2.0729, -0.1815]], "e_tot_ev": -34264.35456, "total_charge": 0, "orbital_gap_ev": 8.151}

(3)
{"formula": "C13H10CoF5N", "method": "ωB97M-V/def2-TZVPD", "elements": ["C", "C", "C", "C", "C", "Co", "N", "C", "C", "H", "H", "H", "H", "H", "H", "H", "H", "H", "H", "F", "C", "C", "C", "F", "C", "F", "C", "F", "C", "F"], "xyz": [[-0.6762, 0.4080, -2.4804], [0.6497, 0.9059, -2.6534], [0.8814, 1.9607, -1.7407], [-0.2527, 2.1676, -0.9528], [-1.3811, 1.2139, -1.3630], [-0.4654, -0.7547, -0.8828], [-1.8796, 0.3101, -0.1836], [0.5018, -2.1464, -1.7265], [1.3835, -1.2978, -0.9923], [1.8333, 2.4720, -1.6105], [1.3917, 0.5858, -3.3763], [-0.3515, 3.0432, -0.3238], [-2.2693, 1.7449, -1.7062], [-1.2506, -0.0891, -3.2600], [1.8806, -0.4552, -1.4236], [0.0826, -3.1262, -1.3669], [-2.7169, -0.2328, -0.3051], [1.7714, -1.6047, -0.0460], [0.4678, -2.1458, -2.8293], [-1.7126, -2.2737, 1.5691], [-0.8295, -1.3261, 1.9669], [-0.0102, -0.6740, 1.0654], [0.9620, 0.1822, 1.5572], [1.8933, 0.7917, 0.8148], [0.9338, 0.6539, 2.8442], [1.7846, 1.6290, 3.2337], [0.0438, 0.0547, 3.7104], [-0.0264, 0.4569, 4.9793], [-0.8944, -0.9341, 3.3064], [-1.7448, -1.5197, 4.1758]], "spin_multiplicity": 5, "e_tot_ev": -66340.51208, "total_charge": -1, "relative_energy_ev": 0.000, "orbital_gap_ev": [4.832, 7.595]}

(4)
{"formula": "C13H10CoN2O4", "method": "ωB97M-V/def2-TZVPD", "elements": ["Co", "C", "O", "C", "O", "C", "O", "C", "O", "C", "H", "H", "C", "H", "H", "N", "C", "N", "C", "C", "C", "C", "C", "C", "H", "H", "H", "H", "H", "H"], "xyz": [[1.6945, 0.1864, 1.3265], [0.8463, 1.0340, 2.6485], [0.1666, 1.5139, 3.4516], [3.4287, 0.1109, 1.5926], [4.5695, 0.0486, 1.7000], [1.9055, 1.0792, -0.1917], [2.0354, 1.5894, -1.2117], [1.4426, -1.5427, 1.6280], [1.3096, -2.6805, 1.7492], [2.6429, -2.7244, -2.6265], [1.9847, -3.5451, -2.3236], [2.2503, -2.0288, -3.3750], [3.8813, -2.5952, -2.1302], [4.5470, -1.7875, -2.4506], [4.2859, -3.3061, -1.4028], [-2.3922, -0.9767, -0.2992], [-1.1065, -1.1596, 0.1115], [-0.5537, 0.0053, 0.4270], [-1.4918, 1.0087, 0.2310], [-1.5051, 2.3875, 0.5019], [-2.7315, 3.0611, 0.4415], [-3.9112, 2.3843, 0.1041], [-3.9052, 1.0249, -0.2571], [-2.6853, 0.3805, -0.2003], [-3.0310, -1.7174, -0.5752], [-0.6737, -2.1582, 0.1267], [-0.5705, 2.8865, 0.7410], [-2.7773, 4.1281, 0.6781], [-4.8562, 2.9277, 0.1373], [-4.7999, 0.4655, -0.5524]], "spin_multiplicity": 5, "e_tot_ev": -62405.25522, "total_charge": 3, "orbital_gap_ev": [8.236, 4.304]}